44
Properties=species:S:1:pos:R:3:forces:R:3 method="wB97M-V/def2-TZVPD" e_tot_ev=-76801.7762 e_lumo_ev="1.85 / 1.82" max_force_ha_per_bohr=0.0377 relative_energy_ev=2.875 total_charge=-1 mol_weight_g_mol=548.7 homo_lumo_gap_ha="0.2452 / 0.2479"
Pd 0.292 -0.128 0.072 -1.56 -0.94 0.67
Cl -1.630 -1.929 1.714 0.00 0.15 -0.07
Cl -0.059 0.171 3.088 -0.11 0.01 -0.01
S 2.714 -1.035 0.356 0.12 0.31 0.13
P -0.336 0.003 -2.520 0.24 -0.21 -0.14
O 2.376 0.323 0.953 0.21 0.12 -0.22
O 1.460 -1.841 0.724 0.03 0.50 -0.40
O 3.912 -1.601 0.934 -0.10 -0.04 0.05
O 2.715 -0.929 -1.107 0.42 -0.12 -0.10
C 0.327 -4.007 -2.609 -0.04 0.00 0.01
C -0.472 1.601 -4.792 -0.03 -0.02 0.01
C -2.187 1.641 0.559 0.01 0.00 0.00
C -0.615 -1.798 -2.406 -0.15 0.00 0.06
C -0.869 -4.564 -2.173 0.03 0.02 -0.02
C -0.713 -1.465 3.160 0.09 -0.11 0.05
C -1.352 -0.609 -5.111 0.00 0.02 -0.06
C 0.459 -2.632 -2.716 0.07 0.00 0.07
C -1.716 0.747 -1.628 -0.12 0.16 0.06
C -1.669 -0.289 -6.426 0.01 -0.01 0.04
C -1.395 0.976 -6.924 0.01 0.01 0.02
C -3.440 2.026 0.102 -0.05 -0.01 -0.02
C -2.973 1.138 -2.085 -0.02 -0.03 0.03
C -0.796 1.923 -6.101 0.00 -0.02 0.01
C -1.320 0.979 -0.305 0.90 0.23 -0.15
C -0.755 0.334 -4.278 -0.05 0.03 -0.05
C -3.841 1.775 -1.211 0.07 -0.01 0.07
C -1.806 -2.361 -1.955 -0.08 -0.05 -0.06
C -1.935 -3.740 -1.838 0.03 0.04 0.00
H -1.641 1.223 -7.949 0.00 0.01 0.00
H -1.570 -1.598 -4.730 0.00 -0.01 -0.01
H -1.898 1.844 1.582 0.01 0.02 0.00
H -0.963 -5.638 -2.074 0.00 0.00 0.01
H -2.863 -4.166 -1.477 0.00 0.00 0.00
H 0.006 2.337 -4.157 0.01 -0.01 0.01
H -0.572 2.910 -6.485 0.00 0.00 0.01
H -3.259 0.958 -3.116 0.01 0.01 0.00
H -4.822 2.085 -1.548 0.00 0.02 0.00
H -4.117 2.538 0.776 -0.02 -0.02 0.00
H 1.174 -4.644 -2.832 -0.01 0.00 0.00
H -2.637 -1.717 -1.690 0.00 0.00 0.01
H -2.134 -1.033 -7.062 0.00 0.00 0.00
H 1.414 -2.195 -2.984 0.01 0.01 0.04
H -1.391 -1.518 4.002 0.03 -0.06 0.04
H 0.126 -2.145 3.244 0.02 -0.01 -0.06